[1]
{"formula": "C15H17N3O9P2RuS", "method": "ωB97M-V with the def2-TZVPD basis set", "elements": ["Ru", "C", "C", "O", "C", "C", "C", "N", "N", "C", "O", "C", "C", "C", "C", "C", "C", "H", "H", "H", "H", "H", "H", "H", "H", "H", "H", "H", "H", "O", "P", "O", "O", "O", "P", "O", "O", "O", "H", "H", "S", "C", "C", "N", "C", "H", "H", "H"], "positions_angstrom": [[0.238, -0.750, 0.125], [-1.214, -2.640, 3.447], [-0.716, -1.529, 2.599], [0.221, -1.852, 1.722], [-1.254, -0.269, 2.859], [-0.974, 0.933, 2.155], [-1.327, 2.247, 2.791], [-0.387, 0.926, 0.915], [-0.549, 2.015, 0.130], [-0.022, 1.728, -1.043], [0.314, 0.537, -1.429], [0.067, 2.817, -2.027], [-0.620, 4.057, -1.831], [-0.547, 4.992, -2.812], [0.093, 4.705, -4.057], [0.687, 3.466, -4.204], [0.692, 2.535, -3.175], [-2.345, -2.457, 3.498], [-0.822, -2.816, 4.464], [-1.013, -3.604, 2.950], [-1.852, -0.171, 3.829], [-2.363, 2.282, 3.127], [-1.279, 2.950, 2.013], [-0.683, 2.566, 3.620], [-1.233, 4.256, -0.901], [-0.774, 6.024, -2.552], [0.198, 5.491, -4.793], [1.016, 3.165, -5.184], [1.199, 1.583, -3.366], [-2.888, -2.987, -1.818], [-2.385, -2.550, -0.415], [-3.352, -2.464, 0.700], [-1.437, -1.221, -0.566], [-1.201, -3.701, 0.010], [0.162, -3.793, -0.958], [-0.565, -3.850, -2.498], [1.084, -4.932, -0.711], [0.853, -2.446, -0.993], [-2.159, -3.396, -2.370], [-0.138, -4.321, -3.227], [4.281, -2.165, 1.664], [3.981, -0.558, 2.138], [3.145, 0.029, 1.269], [2.580, -0.836, 0.307], [3.125, -2.043, 0.421], [4.436, -0.006, 2.957], [2.753, 1.028, 1.378], [2.973, -2.977, -0.163]], "mulliken_spin": [2.9737, -0.0061, 0.4479, 0.1694, -0.0680, 0.3887, -0.0220, 0.2942, -0.0110, 0.0959, 0.1361, -0.0075, 0.0314, -0.0180, 0.0399, -0.0212, 0.0367, 0.0142, 0.0221, 0.0013, 0.0040, 0.0152, -0.0009, 0.0275, 0.0041, -0.0011, 0.0041, -0.0014, 0.0041, 0.0038, 0.0288, 0.0184, 0.2375, 0.0009, 0.0143, 0.0003, 0.0025, 0.0308, -0.0011, 0.0002, 0.0228, -0.0061, 0.0082, 0.0209, 0.0622, -0.0006, -0.0003, 0.0030], "orbital_gap_ev": [4.6, 6.6], "e_above_lowest_kj_mol": 64.5, "total_charge": -1, "spin_multiplicity": 6}

---

[2]
{"formula": "C15H17N7O2SeTa", "method": "ωB97M-V with the def2-TZVPD basis set", "elements": ["Ta", "C", "N", "C", "C", "N", "N", "C", "N", "N", "H", "H", "H", "H", "H", "H", "H", "H", "H", "H", "H", "O", "C", "O", "C", "C", "C", "C", "C", "C", "C", "C", "C", "N", "H", "H", "H", "H", "H", "H", "Se", "C", "N"], "positions_angstrom": [[1.063, -1.294, -0.056], [-1.429, -3.689, -4.564], [-1.061, -2.564, -3.683], [-1.559, -1.236, -4.097], [-0.336, -2.685, -2.599], [-0.154, -1.677, -1.729], [0.257, -3.904, -2.338], [0.929, -4.284, -1.207], [1.229, -5.565, -1.108], [1.307, -3.393, -0.293], [-2.422, -3.490, -4.956], [-1.497, -4.626, -4.014], [-0.726, -3.771, -5.393], [-1.862, -1.303, -5.137], [-0.768, -0.492, -4.027], [-2.424, -0.944, -3.499], [-0.744, -0.878, -1.965], [0.165, -4.604, -3.060], [0.935, -6.252, -1.788], [1.770, -5.917, -0.332], [1.852, -3.835, 0.443], [-1.269, 1.355, -1.015], [-0.660, 1.408, -0.001], [0.200, 0.285, 0.284], [-0.651, 2.464, 1.028], [-1.515, 3.547, 0.828], [-1.511, 4.549, 1.774], [-0.659, 4.425, 2.882], [-0.611, 5.402, 3.908], [0.255, 5.247, 4.982], [1.067, 4.113, 5.084], [1.034, 3.141, 4.103], [0.167, 3.277, 2.980], [0.173, 2.299, 2.055], [-2.158, 3.584, -0.039], [-2.147, 5.418, 1.667], [-1.266, 6.262, 3.855], [0.297, 6.008, 5.750], [1.722, 3.999, 5.937], [1.665, 2.263, 4.159], [5.033, -0.480, 2.492], [3.662, -0.915, 1.657], [2.648, -1.247, 1.036]], "lowdin_charge": [2.0068, 0.0347, -0.0800, 0.0335, -0.3465, -0.0270, 0.1971, -0.4047, 0.2661, -0.0512, 0.1209, 0.1011, 0.1276, 0.1169, 0.1129, 0.1253, 0.0573, 0.1555, 0.1595, 0.1596, 0.0987, 0.1700, -0.3794, -0.2479, -0.2217, 0.0309, 0.0472, -0.1340, 0.0155, -0.0213, -0.0378, 0.0059, -0.2053, 0.1738, 0.1298, 0.1392, 0.1283, 0.1249, 0.1196, 0.1062, 1.1384, -0.8243, -0.2222], "orbital_gap_ev": 2.5, "e_above_lowest_kj_mol": 302.8, "total_charge": 3}